Entry 1:
DFT (ωB97M-V/def2-TZVPD) results for an isolated ion of composition C4H10N3 and charge +1 at a distorted geometry.

Computed properties:
**Net charge**: +1
**Highest occupied orbital energy (alpha / beta)**: -13.74 / -13.78 eV
**HOMO-LUMO gap (alpha / beta)**: 6.7 / 7.1 eV
**LUMO level (alpha / beta)**: -0.2604 / -0.2459 Eh
**Total energy**: -322.23681 hartree
**SMILES**: C[C@H]1N=[N+](C)CN1

Element x y z (Å)
1 C 1.37253 1.36299 0.82933
2 C 0.74679 0.99117 -0.57613
3 N 1.08133 -0.32990 -0.64115
4 N -0.21555 -0.95517 0.05274
5 C -0.54070 -2.30207 -0.22741
6 C -1.23397 0.12601 0.12368
7 N -0.61120 1.25870 -0.42143
8 H 1.01406 0.73658 1.55895
9 H 1.22939 2.44213 0.89919
10 H 2.36072 1.06857 0.79118
11 H 1.27512 1.42967 -1.38289
12 H -1.05106 -2.44875 -1.30127
13 H -1.24263 -2.56521 0.67560
14 H 0.43214 -2.88392 -0.22417
15 H -1.38187 0.13007 1.22290
16 H -2.15949 -0.10729 -0.48864
17 H -1.07562 2.04641 -0.89048

=====

Entry 2:
DFT (ωB97M-V/def2-TZVPD) results for an isolated ion of composition C4H10N3 and charge +1 at a distorted geometry.

Computed properties:
**Net charge**: +1
**Highest occupied orbital energy**: -13.82 eV
**HOMO-LUMO gap**: 10.3 eV
**LUMO level**: -0.1307 Eh
**Total energy**: -322.34452 hartree
**SMILES**: C[C@@]1(N)C=C[NH2+]N1

Element x y z (Å)
1 C -1.55141 -0.53654 -0.61902
2 C -0.44551 0.09776 0.18178
3 N -1.12750 1.02961 1.25996
4 C 0.49947 -0.84850 0.96362
5 C 1.77220 -0.78189 0.57135
6 N 1.78334 0.14155 -0.63695
7 N 0.51772 0.89772 -0.59459
8 H -2.45334 0.10991 -0.67489
9 H -1.71217 -1.62154 -0.29078
10 H -1.26365 -0.50251 -1.65994
11 H -0.53040 0.99398 2.09408
12 H -2.03915 0.58408 1.51577
13 H -0.00744 -1.34245 1.78829
14 H 2.69791 -1.23371 0.85837
15 H 2.63382 0.78995 -0.62563
16 H 1.74280 -0.39794 -1.50806
17 H 0.20958 1.24937 -1.50112